[1]
{"formula": "C38H35CuF5N6OSeSi", "method": "the ωB97M-V functional and the def2-TZVPD basis", "gap_ev": [6.4434, 6.4827], "spin_multiplicity": 2, "total_charge": 0, "e_lumo_ev": [-0.5, -0.5], "elements": ["Cu", "C", "Si", "C", "C", "N", "C", "C", "C", "C", "C", "C", "O", "C", "C", "C", "C", "C", "C", "H", "H", "H", "H", "H", "H", "H", "H", "H", "H", "H", "H", "H", "H", "H", "H", "H", "H", "F", "C", "C", "C", "F", "C", "F", "C", "F", "C", "F", "N", "C", "C", "C", "C", "C", "C", "N", "C", "C", "C", "C", "N", "C", "C", "H", "H", "H", "H", "H", "H", "H", "H", "H", "C", "N", "C", "C", "N", "C", "C", "Se", "H", "H", "H", "H", "H", "H", "H", "H"], "xyz": [[-0.0025, -0.1847, -0.1633], [4.9431, -0.4009, -0.4709], [3.1733, -0.9450, -0.1674], [2.9034, -2.0335, -1.6627], [3.2519, -1.9521, 1.4128], [1.9282, 0.2528, -0.0745], [2.1490, 1.5566, 0.3858], [3.3989, 2.1326, 0.6947], [3.5449, 3.4529, 1.0959], [2.4425, 4.2833, 1.2320], [1.1885, 3.7483, 0.9764], [1.0799, 2.4373, 0.5753], [-0.1766, 1.8422, 0.4101], [-1.2545, 2.6661, 0.0643], [-1.2206, 3.4035, -1.0998], [-2.3440, 4.1400, -1.4477], [-3.4726, 4.1265, -0.6352], [-3.4725, 3.3809, 0.5374], [-2.3495, 2.6483, 0.9012], [5.4686, -1.2894, -0.8380], [5.4662, -0.0539, 0.4216], [5.0220, 0.3697, -1.2425], [3.3949, -3.0030, -1.5270], [3.3683, -1.5451, -2.5253], [1.8675, -2.2178, -1.9206], [3.6132, -2.9688, 1.2238], [2.2844, -2.0096, 1.9131], [3.9460, -1.4770, 2.1136], [4.2821, 1.5264, 0.6178], [4.5391, 3.8316, 1.3020], [2.5445, 5.3157, 1.5379], [0.2952, 4.3477, 1.1060], [-0.3425, 3.3787, -1.7323], [-2.3418, 4.7109, -2.3675], [-4.3488, 4.6962, -0.9165], [-4.3495, 3.3620, 1.1728], [-2.3180, 2.0504, 1.8052], [-1.4499, 0.8743, -2.7546], [-2.3682, 0.4682, -1.8376], [-1.9475, -0.1462, -0.6870], [-2.9402, -0.5635, 0.1599], [-2.6365, -1.2129, 1.3140], [-4.2842, -0.3361, -0.0754], [-5.2248, -0.7356, 0.7929], [-4.6598, 0.3259, -1.2297], [-5.9522, 0.5645, -1.4800], [-3.6908, 0.7292, -2.1311], [-4.0516, 1.3534, -3.2593], [-0.4696, -7.1443, 1.2713], [-0.5277, -8.4798, 0.9201], [-0.6037, -9.6498, 1.6744], [-0.6417, -10.8345, 0.9681], [-0.6056, -10.8554, -0.4391], [-0.5320, -9.6902, -1.1721], [-0.4944, -8.4812, -0.4745], [-0.4211, -7.1805, -0.9588], [-0.4106, -6.4293, 0.1031], [-0.3291, -4.9564, 0.0662], [-0.4638, -4.3032, -1.1530], [-0.3574, -2.9327, -1.1888], [-0.1171, -2.1945, -0.0945], [-0.0332, -2.8155, 1.0857], [-0.1228, -4.1898, 1.2020], [-0.5069, -6.7709, 2.2021], [-0.6309, -9.6367, 2.7564], [-0.7008, -11.7707, 1.5080], [-0.6366, -11.8083, -0.9506], [-0.5039, -9.6982, -2.2539], [-0.6464, -4.8730, -2.0530], [-0.4809, -2.3863, -2.1150], [0.0977, -2.1752, 1.9520], [-0.0219, -4.6319, 2.1848], [-1.9083, -1.4796, 5.1672], [-0.6238, -0.9879, 5.6404], [-0.0563, -1.2499, 6.8773], [1.1282, -0.6129, 6.9073], [1.2722, 0.0299, 5.6891], [2.4078, 0.8420, 5.2729], [0.1942, -0.1990, 4.9021], [-0.0795, 0.4462, 3.2004], [-2.4916, -1.8033, 6.0261], [-1.7720, -2.3107, 4.4759], [-2.4230, -0.6821, 4.6376], [-0.5454, -1.8568, 7.6180], [1.8761, -0.5585, 7.6780], [3.0582, 0.9837, 6.1328], [2.0544, 1.8012, 4.9024], [2.9491, 0.3480, 4.4680]], "forces_ev_per_a": [[0.0, 0.4, -0.2], [0.2, 0.1, 0.0], [-0.1, 0.0, -0.1], [-0.1, -0.1, -0.2], [0.0, -0.2, 0.2], [-0.2, 0.7, 0.3], [0.4, -0.3, -0.1], [-0.1, -0.1, 0.0], [-0.1, 0.0, 0.0], [0.0, -0.1, 0.0], [0.0, 0.2, 0.1], [-0.3, -0.2, 0.0], [-0.1, 0.1, -0.2], [0.2, -0.2, 0.2], [-0.1, 0.1, -0.2], [0.0, 0.0, 0.0], [0.1, 0.0, 0.0], [0.0, 0.0, 0.0], [-0.2, 0.1, 0.0], [0.0, 0.1, 0.0], [0.0, 0.0, 0.0], [0.0, 0.0, 0.0], [0.0, 0.1, 0.0], [0.0, 0.0, 0.0], [-0.1, 0.0, 0.0], [0.0, 0.1, 0.1], [0.1, 0.0, 0.0], [0.0, 0.0, 0.0], [0.1, 0.0, 0.0], [0.0, 0.0, 0.0], [0.0, 0.0, 0.0], [0.0, -0.1, 0.0], [0.0, 0.0, 0.0], [0.0, 0.0, 0.0], [0.0, 0.0, 0.0], [0.0, 0.0, 0.0], [0.0, 0.0, 0.0], [-0.1, 0.0, 0.1], [0.2, 0.1, -0.4], [0.5, -0.1, 0.1], [-0.2, -0.1, 0.2], [0.0, 0.1, -0.1], [-0.1, 0.0, 0.0], [0.0, 0.0, 0.0], [-0.1, 0.0, 0.0], [0.1, 0.0, 0.0], [-0.2, 0.0, -0.1], [0.0, 0.0, 0.1], [0.0, -0.1, 0.0], [0.0, 0.1, 0.2], [0.0, 0.0, -0.1], [0.0, 0.0, -0.1], [0.0, 0.0, 0.1], [0.0, 0.0, 0.0], [0.0, 0.1, -0.3], [0.0, -0.3, 0.1], [0.0, 0.3, 0.1], [0.0, -0.3, 0.0], [0.0, 0.0, -0.1], [0.0, 0.2, 0.2], [0.1, -0.6, 0.2], [0.0, 0.1, -0.2], [0.0, 0.0, 0.1], [0.0, 0.0, 0.0], [0.0, 0.0, 0.0], [0.0, 0.0, 0.0], [0.0, 0.0, 0.0], [0.0, 0.0, 0.0], [0.0, 0.0, 0.0], [0.0, 0.0, 0.0], [0.0, 0.0, 0.0], [0.0, 0.0, 0.0], [0.1, 0.0, 0.1], [-0.2, -0.1, 0.0], [-0.1, 0.0, -0.2], [0.1, 0.1, -0.2], [0.2, 0.1, 0.0], [-0.1, -0.1, 0.1], [0.1, -0.1, 0.1], [0.0, 0.0, 0.1], [0.0, 0.0, 0.0], [0.0, 0.0, 0.0], [0.0, 0.0, 0.0], [0.0, 0.0, 0.0], [0.0, 0.0, 0.0], [0.0, 0.0, 0.0], [0.0, 0.0, 0.0], [0.0, 0.0, 0.0]]}

***

[2]
{"formula": "C24H16FN2O3S5Tl", "method": "the ωB97M-V functional and the def2-TZVPD basis", "gap_ev": 5.4098, "total_charge": -2, "e_lumo_ev": 4.0, "elements": ["Tl", "O", "C", "C", "C", "C", "C", "C", "C", "O", "N", "N", "C", "C", "C", "C", "C", "C", "C", "O", "H", "H", "H", "H", "H", "H", "H", "H", "H", "H", "S", "C", "S", "C", "C", "S", "S", "S", "F", "C", "C", "C", "C", "C", "C", "C", "H", "H", "H", "H", "H", "H"], "xyz": [[0.6153, -0.9334, -0.0362], [-3.4585, 0.9425, -2.4301], [-2.9255, 2.1511, -2.6724], [-3.5755, 3.0233, -3.5463], [-3.0426, 4.2685, -3.8143], [-1.8694, 4.6752, -3.1967], [-1.2215, 3.8218, -2.3257], [-1.7314, 2.5589, -2.0538], [-1.0167, 1.6353, -1.1411], [-1.3118, 0.3929, -1.1512], [-0.1107, 2.2257, -0.4036], [0.5806, 1.4561, 0.4592], [1.5383, 2.0408, 1.0948], [2.4007, 1.4869, 2.0838], [3.4166, 2.3315, 2.5551], [4.3139, 1.9428, 3.5165], [4.2027, 0.6624, 4.0588], [3.2398, -0.1996, 3.6121], [2.3020, 0.1472, 2.5966], [1.4348, -0.7174, 2.2359], [-2.7829, 0.4586, -1.8696], [-4.4966, 2.7028, -4.0119], [-3.5364, 4.9172, -4.5268], [-1.4572, 5.6531, -3.4072], [-0.3062, 4.1179, -1.8367], [1.7037, 3.0962, 0.8592], [3.4943, 3.3175, 2.1112], [5.1042, 2.6115, 3.8299], [4.8982, 0.3509, 4.8285], [3.1842, -1.2019, 4.0129], [7.2576, -3.6526, 1.1168], [5.8538, -3.0144, 0.5325], [4.5844, -3.9628, -0.1719], [3.5788, -2.6258, -0.7374], [4.0223, -1.3748, -0.4116], [3.2428, 0.0711, -0.8465], [5.4949, -1.3163, 0.5558], [2.1566, -2.9570, -1.6043], [-6.4695, -2.9746, -0.0728], [-5.1034, -2.8945, 0.0166], [-4.5186, -2.8112, 1.2676], [-3.1434, -2.7732, 1.3556], [-2.3309, -2.8454, 0.2100], [-0.9032, -2.9491, 0.3151], [-2.9738, -2.8915, -1.0420], [-4.3476, -2.9094, -1.1444], [-5.1447, -2.7919, 2.1495], [-2.6653, -2.7001, 2.3215], [-0.4367, -3.4931, -0.4976], [-0.5286, -3.2255, 1.2943], [-2.3648, -2.9056, -1.9340], [-4.8477, -2.9371, -2.1025]], "forces_ev_per_a": [[0.2, -0.6, 0.3], [-0.1, -0.2, 0.0], [0.2, 0.1, 0.1], [-0.1, -0.1, 0.0], [0.0, 0.0, 0.0], [0.1, 0.2, -0.1], [-0.1, 0.1, -0.1], [-0.3, 0.0, -0.2], [0.8, 0.3, 0.7], [0.0, -0.7, 0.0], [-0.3, 1.1, -0.6], [0.3, -1.1, 0.5], [-0.8, 0.2, -0.5], [0.3, -0.5, 0.4], [-0.1, -0.1, -0.1], [0.2, 0.3, 0.1], [0.1, 0.0, 0.0], [0.0, -0.1, 0.1], [0.2, 0.3, 0.2], [-0.5, -0.3, -0.6], [0.0, 0.0, -0.2], [-0.1, -0.1, 0.0], [-0.1, 0.1, 0.0], [0.0, 0.0, 0.0], [0.0, -0.1, 0.0], [-0.1, 0.0, 0.0], [0.0, 0.1, 0.0], [0.0, 0.0, 0.1], [0.0, -0.1, 0.0], [-0.1, -0.1, 0.0], [0.5, -0.3, 0.3], [-0.6, 0.4, -0.1], [0.2, 0.7, 0.1], [0.5, 0.0, 0.1], [0.3, -0.4, 0.0], [-0.8, 0.1, 0.1], [-0.1, -0.7, -0.3], [-0.7, -0.1, 0.0], [0.2, 0.1, 0.0], [0.0, 0.0, 0.0], [-0.4, 0.0, -0.2], [0.4, 0.0, -0.4], [-0.9, 0.1, 0.0], [1.5, 1.2, -0.2], [0.3, 0.1, 0.4], [-0.5, 0.0, 0.2], [0.0, 0.0, 0.0], [0.0, 0.0, 0.1], [0.2, 0.0, 0.1], [0.1, -0.1, 0.0], [0.0, 0.0, -0.1], [0.0, 0.0, 0.0]]}

***

[3]
{"formula": "C4H7ClS", "method": "the ωB97M-V functional and the def2-TZVPD basis", "gap_ev": 9.5091, "total_charge": 0, "e_lumo_ev": 0.9, "elements": ["C", "C", "C", "C", "H", "H", "H", "H", "H", "H", "H", "S", "Cl"], "xyz": [[1.0192, -0.0121, -1.3015], [0.4888, -0.8227, -0.1235], [-0.7464, -0.3232, 0.6725], [-0.6854, 1.0133, 1.2212], [1.0534, 1.0319, -0.9994], [1.9060, -0.4646, -1.6101], [1.1723, -0.9349, 0.6901], [0.2890, -1.8560, -0.4381], [-1.2605, -1.1107, 1.2899], [-0.9626, 1.0988, 2.3012], [0.0303, 1.6929, 0.8032], [-2.1785, 0.7331, 0.1956], [-0.1256, -0.0458, -2.7012]], "forces_ev_per_a": [[-2.4, 0.4, 1.2], [-2.2, -0.8, -0.3], [-0.4, -1.5, -0.3], [-1.6, 0.1, 2.0], [0.6, 0.0, -0.3], [1.6, -0.1, -0.6], [1.2, 0.2, 0.3], [0.0, 0.2, -0.2], [1.3, 0.7, -0.4], [0.6, 0.3, -1.0], [0.2, 0.3, 0.1], [0.8, 0.2, -0.6], [0.3, -0.2, 0.2]]}

***

Q: What is the formula in the first record?
A: C38H35CuF5N6OSeSi